Entry from the Open Molecules 2025 dataset: a molecular structure, C19H43HfN2O2P3 (ωB97M-V/def2-TZVPD).

Charge = +4
Highest occupied orbital energy (alpha / beta) = -20.06 / -20.07 eV
Calculated total energy = -2080.1884 a.u.
E_LUMO (alpha / beta) = -0.6037 / -0.6035 Ha
HOMO-LUMO gap (alpha / beta) = 3.63 / 3.65 eV
Strongest force on any atom = 7.447 eV/Å
Energy relative to the best compared isomer or geometry (same formula, charge and spin) = 442.9 kJ/mol

Last column: Mulliken charge in e.
Geometry (Å):
Hf1 -0.60011 0.71157 -0.03362  1.064
P1 -2.03382 -1.48790 0.50198  1.137
P2 1.08111 -0.56007 2.18893  1.059
P3 1.17515 -2.13027 -1.02539  0.775
H1 -1.72232 3.35106 -0.35481  0.181
C1 -1.59470 2.44678 -0.96209  -0.756
C2 -2.52699 1.34537 -0.80342  -0.853
H2 -3.37900 1.46279 -0.11751  0.572
C3 -3.68077 -1.08575 1.18810  -1.211
C4 -1.48775 -2.76734 1.69124  -1.006
C5 -2.43900 -2.50812 -0.96386  -1.361
C6 2.58614 0.49084 2.19174  -1.400
C7 0.44487 -0.23579 3.88318  -1.357
C8 1.81371 -2.20942 2.56355  -1.321
C9 0.93423 -2.31023 -2.84210  -1.324
C10 1.69172 -3.86923 -0.63624  -1.389
C11 2.82803 -1.31132 -1.01403  -1.075
H3 -1.28697 2.73399 -1.97664  0.375
H4 -2.85236 0.78003 -1.69175  0.457
H5 -3.99228 -0.08399 0.88247  0.270
H6 -3.66344 -1.12022 2.28521  0.416
H7 -4.41310 -1.80851 0.80839  0.515
H8 -1.30997 -2.32109 2.67761  0.330
H9 -0.55972 -3.24655 1.35890  0.011
H10 -2.26258 -3.54005 1.79665  0.593
H11 -2.63522 -1.86030 -1.82671  0.380
H12 -3.33960 -3.10026 -0.75240  0.578
H13 -1.61115 -3.18146 -1.22232  0.302
H14 2.73961 0.91456 3.19321  0.462
H15 2.43786 1.29963 1.46590  0.207
H16 3.46120 -0.10067 1.88794  0.440
H17 1.29794 0.00917 4.52625  0.598
H18 -0.04190 -1.13845 4.27162  0.434
H19 -0.26993 0.59313 3.90533  0.202
H20 2.79903 -2.07565 3.03166  0.488
H21 1.93497 -2.82193 1.66200  0.156
H22 1.16351 -2.75328 3.26287  0.507
H23 1.17673 -3.33464 -3.15025  0.559
H24 1.57564 -1.60555 -3.38353  0.418
H25 -0.11469 -2.10780 -3.08806  0.253
H26 1.83863 -4.42064 -1.57332  0.486
H27 0.89638 -4.37124 -0.07110  0.372
H28 2.62713 -3.88682 -0.06320  0.473
H29 3.30247 -1.44786 -1.99561  0.529
H30 3.46759 -1.75274 -0.23582  0.480
H31 2.71045 -0.23890 -0.82229  0.118
C12 0.73831 1.10068 -3.01353  0.239
C13 1.83695 1.98018 -2.88843  0.140
C14 2.44295 2.46696 -4.03710  -0.781
C15 1.95225 2.14144 -5.30320  -0.346
C16 0.83684 1.30538 -5.42784  -0.759
C17 0.23031 0.76830 -4.29944  -0.008
O1 0.18598 0.57390 -1.92560  -0.149
H32 1.11539 1.38310 -0.10314  -0.335
H33 2.16432 2.24359 -1.88023  0.509
H34 3.30928 3.12339 -3.92012  0.494
H35 2.44262 2.55059 -6.18728  0.510
H36 0.42582 1.06770 -6.40777  0.496
H37 -0.63334 0.10695 -4.35034  0.500
C18 -0.60492 4.57605 1.90625  -0.852
N1 -1.35786 3.71071 2.81618  -0.202
C19 -1.56791 2.41362 2.64849  0.581
N2 -2.31919 1.76972 3.57540  -0.371
O2 -1.06932 1.73825 1.67413  -0.401
H38 0.27488 4.06184 1.50632  0.255
H39 -0.27607 5.44472 2.48233  0.383
H40 -1.23426 4.94056 1.08324  0.333
H41 -1.74365 4.09512 3.67600  0.259
H42 -2.60319 0.81032 3.39890  0.141
H43 -2.71293 2.28202 4.35815  0.216

Atoms 1-2, force components in eV/Å:
Hf 5.792 -3.376 3.243
P -0.508 -1.784 0.489

=====

Entry from the Open Molecules 2025 dataset: a single C21H31BrN4O2 molecule (ωB97M-V/def2-TZVPD).

Highest occupied orbital energy = -8.12 eV
Calculated total energy = -3762.3777 a.u.
E_LUMO = 0.0116 Ha
HOMO-LUMO gap = 8.44 eV
Strongest force on any atom = 0.641 eV/Å
Structure (SMILES) = CCN1CCC[C@@H]1CN1C[C@H](C(=O)Nc2ccc(Br)cc2NC(C)C)CC1=O
Energy relative to the best compared isomer or geometry (same formula, charge and spin) = 29.0 kJ/mol

Last column: Mulliken charge in e.
Geometry (Å):
C1 -4.82199 -1.30420 -5.75341  -1.396
C2 -3.68154 -1.05433 -4.77548  -0.303
N1 -3.68815 -2.01873 -3.68636  0.046
C3 -3.29251 -3.36044 -4.10034  -0.614
C4 -3.04945 -4.09114 -2.78731  -0.743
C5 -2.56061 -2.98767 -1.83014  -0.719
C6 -2.78513 -1.67206 -2.59580  0.317
C7 -3.35387 -0.55378 -1.72941  -1.042
N2 -2.45955 -0.10125 -0.67402  0.336
C8 -1.05309 -0.47283 -0.53018  -1.271
C9 -0.53448 0.50670 0.53265  0.986
C10 0.49229 -0.17465 1.43390  -0.146
O1 0.24532 -1.24607 1.95159  -0.664
N3 1.65627 0.50215 1.59916  -0.204
C11 2.80011 0.11363 2.32901  0.266
C12 3.09057 -1.22116 2.58196  -0.517
C13 4.26954 -1.57988 3.21722  -0.669
C14 5.16406 -0.59424 3.59127  -0.556
Br1 6.78667 -1.06872 4.44899  -0.218
C15 4.88097 0.74206 3.36647  -0.344
C16 3.68888 1.11592 2.75165  0.857
N4 3.36872 2.45229 2.53703  -0.236
C17 4.23268 3.54834 2.93126  0.167
C18 4.18642 3.80737 4.43735  -1.273
C19 3.84759 4.79409 2.14673  -1.617
C20 -1.78570 0.94636 1.28883  -0.771
C21 -2.93498 0.66983 0.32791  0.271
O2 -4.07122 1.07422 0.45315  -0.694
H1 -4.85938 -0.51872 -6.50960  0.443
H2 -4.70996 -2.25634 -6.27256  0.327
H3 -5.77712 -1.31497 -5.22886  0.333
H4 -2.71387 -1.07410 -5.30396  0.366
H5 -3.79371 -0.05082 -4.36369  0.285
H6 -4.08824 -3.82049 -4.68907  0.381
H7 -2.39587 -3.34530 -4.74343  0.350
H8 -3.97906 -4.53902 -2.43736  0.289
H9 -2.32550 -4.89717 -2.90072  0.326
H10 -3.09525 -3.00985 -0.88127  0.334
H11 -1.49832 -3.12868 -1.62992  0.355
H12 -1.81741 -1.32799 -3.00563  0.079
H13 -3.60592 0.30769 -2.35466  0.233
H14 -4.29137 -0.89179 -1.28296  0.343
H15 -1.00620 -1.50288 -0.17286  0.330
H16 -0.51745 -0.38726 -1.47468  0.304
H17 -0.06120 1.35339 0.02935  0.387
H18 1.72770 1.40021 1.14718  0.427
H19 2.41141 -1.99977 2.27356  0.467
H20 4.49239 -2.61998 3.40777  0.404
H21 5.59466 1.48203 3.69717  0.327
H22 2.38672 2.67066 2.54756  0.407
H23 5.25594 3.29144 2.65008  0.332
H24 4.86928 4.61140 4.71911  0.375
H25 3.18070 4.09661 4.75030  0.321
H26 4.46637 2.92111 5.00775  0.389
H27 4.51102 5.62348 2.39075  0.409
H28 3.91653 4.61629 1.07290  0.383
H29 2.82523 5.10786 2.37422  0.370
H30 -1.94381 0.41355 2.22545  0.368
H31 -1.79616 2.01759 1.49439  0.306

Atoms 1-2, force components in eV/Å:
C 0.053 0.033 -0.073
C -0.264 -0.054 -0.067